1.
A 4-piece molecular cluster, C15H33FN3O4 overall. Source: OMol25; level of theory: ωB97M-V/def2-TZVPD.

As for the LUMO energy: -4.1 eV. As for the largest force on an atom: 0.81 eV/A. The value obtained for the energy relative to the best compared isomer or geometry (same formula, charge and spin) is 0.0 kcal per mole. The total charge is +1. The calculation puts the HOMO energy at -11.38 eV.

Geometry as XYZ:
```
56
C15H33FN3O4, DFT ωB97M-V/def2-TZVPD
C -5.08 1.54 -3.66
C -4.22 1.72 -2.42
F -5.01 2.10 -1.36
N -3.18 2.75 -2.57
C -1.89 2.29 -2.63
N -1.30 1.85 -3.81
N -1.24 2.19 -1.51
O -1.72 2.61 -0.31
H -5.17 0.49 -3.93
H -4.69 2.09 -4.52
H -6.09 1.91 -3.45
H -3.74 0.78 -2.13
H -3.39 3.41 -3.30
H -0.69 2.56 -4.23
H -0.68 1.05 -3.62
H -0.29 1.81 -1.47
H -2.38 1.98 -0.01
C 1.09 -2.87 -4.32
C 1.29 -2.55 -2.84
C 1.37 -1.04 -2.87
O 0.53 -0.61 -3.95
C 0.18 -1.74 -4.77
H 0.65 -3.85 -4.50
H 2.04 -2.83 -4.85
H 0.43 -2.87 -2.26
H 2.17 -3.00 -2.40
H 2.40 -0.69 -3.05
H 1.02 -0.58 -1.94
H -0.87 -1.98 -4.60
H 0.31 -1.46 -5.82
C 1.25 -2.07 2.60
C 0.03 -1.23 2.21
C 0.35 -0.90 0.75
O 1.09 -2.00 0.24
C 1.50 -2.86 1.32
H 1.07 -2.71 3.46
H 2.09 -1.42 2.83
H -0.88 -1.83 2.27
H -0.10 -0.34 2.82
H 0.96 0.01 0.68
H -0.55 -0.77 0.14
H 0.91 -3.77 1.29
H 2.55 -3.12 1.18
C 1.72 1.62 6.39
C 2.30 2.22 5.11
C 3.10 1.04 4.56
O 2.41 -0.14 4.97
C 1.42 0.20 5.95
H 0.84 2.15 6.75
H 2.47 1.63 7.18
H 1.50 2.49 4.42
H 2.92 3.10 5.27
H 4.11 1.02 4.98
H 3.18 1.04 3.47
H 0.43 0.12 5.50
H 1.48 -0.52 6.77
```

The Mulliken scheme yields these atomic charges, measured in e:
1. C -1.23
2. C 0.56
3. F -0.32
4. N -0.22
5. C 0.25
6. N -0.42
7. N 0.13
8. O -0.36
9. H 0.30
10. H 0.37
11. H 0.36
12. H 0.17
13. H 0.37
14. H 0.34
15. H 0.21
16. H 0.19
17. H 0.37
18. C -0.68
19. C -0.38
20. C 0.24
21. O -0.46
22. C -0.45
23. H 0.35
24. H 0.29
25. H 0.17
26. H 0.42
27. H 0.27
28. H -0.40
29. H 0.28
30. H 0.31
31. C -0.28
32. C -0.59
33. C -0.15
34. O -0.33
35. C -0.63
36. H 0.44
37. H -0.01
38. H 0.32
39. H 0.29
40. H 0.20
41. H 0.09
42. H 0.30
43. H 0.32
44. C -0.54
45. C -0.54
46. C -0.32
47. O -0.36
48. C -0.38
49. H 0.33
50. H 0.26
51. H 0.24
52. H 0.35
53. H 0.27
54. H 0.23
55. H 0.20
56. H 0.29

***

2.
C15H34AsCoN5 as an isolated structure at a distorted geometry. Source: OMol25; level of theory: ωB97M-V/def2-TZVPD.

As for the LUMO energy (alpha / beta): -8.8 / -13.8 eV. As for the largest force on an atom: 3.04 eV/A. Its multiplicity is 5. The value obtained for the energy relative to the best compared isomer or geometry (same formula, charge and spin) is 24.9 kcal per mole. The total charge is +3. The calculation puts the HOMO energy (alpha / beta) at -19.09 / -19.27 eV.

Geometry as XYZ:
```
56
C15H34AsCoN5, DFT ωB97M-V/def2-TZVPD
Co -0.16 0.22 -0.12
C -1.40 -2.05 1.41
C -1.18 -0.89 2.41
N 0.00 -0.09 2.06
C 1.29 -0.67 2.48
C 2.38 -0.36 1.44
N 1.86 -0.48 0.06
C 1.80 -1.86 -0.47
C 0.63 -2.66 0.12
N -0.63 -1.88 0.16
H -1.15 -3.01 1.87
H -2.47 -2.10 1.17
H -2.05 -0.23 2.39
H -1.10 -1.29 3.42
H -0.09 0.83 2.48
H 1.61 -0.24 3.44
H 1.17 -1.74 2.64
H 2.74 0.66 1.58
H 3.22 -1.05 1.60
H 2.53 0.03 -0.52
H 1.69 -1.79 -1.56
H 2.73 -2.39 -0.25
H 0.51 -3.56 -0.49
H 0.88 -2.99 1.12
H -1.22 -2.20 -0.61
C 2.41 -0.20 -4.30
C 1.21 0.69 -4.11
As -0.28 0.07 -2.92
C -1.03 -1.53 -3.87
C -0.31 -2.85 -3.70
C -1.68 1.39 -3.41
C -1.24 2.84 -3.32
H 3.06 0.25 -5.05
H 2.15 -1.19 -4.69
H 3.01 -0.30 -3.39
H 0.69 0.82 -5.07
H 1.50 1.67 -3.74
H -1.01 -1.23 -4.92
H -2.07 -1.61 -3.56
H 0.74 -2.78 -3.97
H -0.76 -3.59 -4.36
H -0.40 -3.24 -2.68
H -2.55 1.20 -2.78
H -1.97 1.15 -4.44
H -0.74 3.07 -2.37
H -2.11 3.50 -3.39
H -0.57 3.10 -4.13
N -2.70 1.97 0.04
C -3.10 3.22 0.31
C -1.95 3.99 0.50
C -0.90 3.10 0.34
N -1.35 1.87 0.05
H -3.30 1.18 -0.14
H -4.13 3.51 0.35
H -1.90 5.03 0.73
H 0.15 3.30 0.42
```

The Mulliken scheme yields these atomic charges, measured in e:
1. Co -0.02
2. C -0.65
3. C -0.76
4. N -0.19
5. C -0.73
6. C -0.78
7. N 0.12
8. C -0.35
9. C -0.74
10. N -0.18
11. H 0.42
12. H 0.41
13. H 0.43
14. H 0.38
15. H 0.43
16. H 0.49
17. H 0.27
18. H 0.47
19. H 0.37
20. H 0.28
21. H 0.03
22. H 0.49
23. H 0.64
24. H 0.22
25. H 0.38
26. C -1.15
27. C -0.63
28. As 0.41
29. C -0.71
30. C -0.89
31. C -0.63
32. C -1.22
33. H 0.40
34. H 0.27
35. H 0.29
36. H 0.54
37. H 0.50
38. H 0.57
39. H 0.53
40. H 0.19
41. H 0.42
42. H 0.13
43. H 0.42
44. H 0.58
45. H 0.27
46. H 0.39
47. H 0.38
48. N -0.41
49. C -0.24
50. C -0.63
51. C -0.75
52. N 0.89
53. H 0.13
54. H 0.52
55. H 0.50
56. H 0.51

***

3.
A 2-piece molecular cluster, C15H34Br2ClNO3P overall. Source: OMol25; level of theory: ωB97M-V/def2-TZVPD.

As for the LUMO energy: -3.3 eV. As for the largest force on an atom: 0.68 eV/A. The total charge is +1. The calculation puts the HOMO energy at -10.80 eV.

Geometry as XYZ:
```
57
C15H34Br2ClNO3P, DFT ωB97M-V/def2-TZVPD
C -0.46 2.31 2.25
C -0.44 1.50 0.96
C 0.56 0.35 1.00
Cl 2.23 0.93 0.58
P 0.16 -1.33 0.10
C -1.22 -1.64 1.28
C -2.65 -1.45 0.73
C -3.68 -1.14 1.84
C -3.69 0.31 2.27
C -3.55 -2.08 3.03
C -0.14 -0.57 -1.58
O 0.41 0.73 -1.69
O -0.39 1.51 -2.58
C 0.09 -3.10 -0.72
Br -1.45 -3.41 -1.89
C 0.24 -4.26 0.25
C 1.41 -4.11 1.21
Br 0.55 -5.95 -0.73
H -0.62 1.68 3.12
H 0.48 2.84 2.37
H -1.25 3.07 2.22
H -0.13 2.17 0.16
H -1.43 1.14 0.71
H 0.70 0.05 2.04
H 1.50 -1.67 0.41
H -1.12 -0.98 2.14
H -1.14 -2.65 1.67
H -2.97 -2.35 0.24
H -2.68 -0.64 0.00
H -4.65 -1.35 1.38
H -3.88 0.97 1.42
H -4.49 0.48 2.98
H -2.77 0.60 2.77
H -3.38 -3.11 2.69
H -2.71 -1.81 3.67
H -4.46 -2.08 3.62
H -1.21 -0.53 -1.74
H 0.28 -1.22 -2.35
H -1.00 1.96 -1.98
H 0.96 -3.14 -1.38
H -0.67 -4.46 0.80
H 1.54 -5.04 1.77
H 2.34 -3.93 0.67
H 1.25 -3.31 1.93
C 2.41 2.07 -3.45
C 3.76 2.69 -3.45
O 4.64 2.59 -4.23
N 4.04 3.62 -2.27
C 3.53 5.04 -2.52
H 2.49 1.07 -3.86
H 1.98 2.01 -2.45
H 1.74 2.66 -4.08
H 3.64 3.25 -1.41
H 5.06 3.64 -2.19
H 3.04 5.39 -1.62
H 2.83 5.02 -3.34
H 4.38 5.67 -2.76
```

The Mulliken scheme yields these atomic charges, measured in e:
1. C -1.74
2. C 0.22
3. C -0.97
4. Cl -0.20
5. P 0.77
6. C -0.91
7. C -0.66
8. C 0.34
9. C -1.36
10. C -1.54
11. C -1.30
12. O -0.04
13. O -0.39
14. C -0.84
15. Br -0.08
16. C -0.24
17. C -1.30
18. Br -0.08
19. H 0.38
20. H 0.42
21. H 0.39
22. H 0.18
23. H -0.02
24. H 0.81
25. H -0.10
26. H 0.69
27. H 0.72
28. H 0.39
29. H 0.08
30. H 0.44
31. H 0.35
32. H 0.50
33. H 0.12
34. H 0.37
35. H 0.29
36. H 0.45
37. H 0.51
38. H 0.57
39. H 0.30
40. H 0.80
41. H 0.47
42. H 0.49
43. H 0.36
44. H 0.33
45. C -0.42
46. C 0.33
47. O -0.43
48. N -0.10
49. C -0.74
50. H 0.35
51. H -0.02
52. H 0.34
53. H 0.31
54. H 0.39
55. H 0.37
56. H 0.27
57. H 0.36

***

4.
A 5-piece molecular cluster, C15H34Cl6O6 overall at a distorted geometry. Source: OMol25; level of theory: ωB97M-V/def2-TZVPD.

As for the LUMO energy: 0.5 eV. As for the largest force on an atom: 3.95 eV/A. The value obtained for the energy relative to the best compared isomer or geometry (same formula, charge and spin) is 16.0 kcal per mole. The calculation puts the HOMO energy at -9.30 eV. The SMILES is COCCOCCOC.COCCOCCOC.ClCCl.ClCCl.ClCCl.

Geometry as XYZ:
```
61
C15H34Cl6O6, DFT ωB97M-V/def2-TZVPD
C 3.92 3.70 0.36
O 2.55 3.18 0.33
C 2.34 2.02 1.16
C 3.05 0.71 0.58
O 2.74 0.52 -0.82
C 3.38 -0.61 -1.46
C 2.93 -0.95 -2.95
O 1.63 -1.43 -3.02
C 1.33 -1.57 -4.39
H 4.42 3.63 1.33
H 3.99 4.77 0.17
H 4.53 3.32 -0.46
H 1.26 1.86 1.24
H 2.71 2.32 2.14
H 2.62 -0.12 1.14
H 4.10 0.57 0.81
H 3.02 -1.48 -0.91
H 4.46 -0.55 -1.34
H 3.78 -1.52 -3.32
H 2.93 -0.01 -3.50
H 0.32 -1.96 -4.54
H 1.94 -2.32 -4.89
H 1.44 -0.63 -4.93
C -3.24 1.38 5.64
O -2.68 1.07 4.32
C -3.45 1.65 3.27
C -2.89 1.08 1.90
O -3.24 -0.30 1.92
C -3.11 -0.87 0.60
C -3.76 -2.29 0.46
O -3.14 -3.08 1.50
C -3.49 -4.39 1.41
H -3.28 2.47 5.72
H -2.68 1.06 6.51
H -4.28 1.07 5.62
H -3.30 2.73 3.34
H -4.51 1.40 3.28
H -1.81 1.23 1.88
H -3.36 1.61 1.08
H -2.04 -0.83 0.41
H -3.63 -0.28 -0.16
H -3.60 -2.70 -0.54
H -4.83 -2.30 0.63
H -3.05 -4.90 0.55
H -4.56 -4.61 1.37
H -3.06 -4.83 2.31
Cl -0.12 -4.56 1.71
C 0.60 -3.51 0.43
Cl -0.61 -3.11 -0.79
H 1.04 -2.60 0.84
H 1.45 -4.07 0.04
Cl 1.91 4.91 -3.76
C 2.55 3.30 -3.67
Cl 2.01 2.17 -4.97
H 3.63 3.43 -3.63
H 2.31 2.88 -2.69
Cl -1.89 -0.32 -2.76
C -0.46 0.37 -1.86
Cl -1.10 1.86 -1.00
H -0.06 -0.34 -1.13
H 0.33 0.77 -2.50
```

The Mulliken scheme yields these atomic charges, measured in e:
1. C -0.77
2. O -0.33
3. C -0.34
4. C -0.52
5. O -0.09
6. C -0.71
7. C -0.36
8. O -0.07
9. C -0.74
10. H 0.34
11. H 0.30
12. H 0.26
13. H -0.01
14. H 0.46
15. H 0.30
16. H 0.40
17. H 0.24
18. H 0.44
19. H 0.41
20. H 0.06
21. H 0.26
22. H 0.37
23. H 0.17
24. C -0.76
25. O -0.29
26. C -0.78
27. C -0.07
28. O -0.31
29. C 0.00
30. C -0.79
31. O -0.15
32. C -0.85
33. H 0.31
34. H 0.25
35. H 0.31
36. H 0.46
37. H 0.35
38. H -0.03
39. H 0.38
40. H -0.08
41. H 0.39
42. H 0.38
43. H 0.46
44. H 0.28
45. H 0.30
46. H 0.26
47. Cl -0.18
48. C 0.02
49. Cl -0.09
50. H -0.14
51. H 0.38
52. Cl -0.16
53. C 0.26
54. Cl -0.18
55. H 0.29
56. H -0.21
57. Cl -0.17
58. C 0.47
59. Cl -0.19
60. H -0.14
61. H -0.01

***

5.
C15H34ClGaO4PS2 as an isolated structure at a distorted geometry. Source: OMol25; level of theory: ωB97M-V/def2-TZVPD.

As for the LUMO energy: 2.2 eV. As for the largest force on an atom: 2.75 eV/A. The total charge is -1. The calculation puts the HOMO energy at -4.33 eV.

Geometry as XYZ:
```
58
C15H34ClGaO4PS2, DFT ωB97M-V/def2-TZVPD
C -1.32 2.12 -5.47
C -0.69 2.62 -4.18
C -1.62 2.65 -2.94
C -3.10 2.35 -3.16
C -3.81 2.07 -1.82
C -3.93 0.57 -1.44
C -3.02 0.10 -0.32
C -1.56 -0.20 -0.77
C -1.06 -1.58 -0.33
Ga 0.91 -1.91 -0.66
C 1.66 -3.12 0.79
C 1.27 -2.55 -2.57
C 1.41 -4.01 -2.73
O 1.19 -4.92 -1.95
Cl 2.04 -4.49 -4.42
P 2.17 0.12 -0.49
S 1.77 1.48 -1.89
H -2.11 2.78 -5.83
H -1.77 1.14 -5.33
H -0.55 2.03 -6.24
H -0.29 3.61 -4.34
H 0.16 1.99 -3.94
H -1.23 1.97 -2.19
H -1.57 3.64 -2.49
H -3.59 3.22 -3.61
H -3.27 1.49 -3.80
H -4.82 2.47 -1.87
H -3.31 2.61 -1.02
H -3.76 -0.04 -2.33
H -4.97 0.38 -1.15
H -3.43 -0.82 0.09
H -3.02 0.82 0.51
H -0.91 0.57 -0.35
H -1.53 -0.10 -1.85
H -1.62 -2.35 -0.86
H -1.28 -1.71 0.73
H 2.73 -3.27 0.71
H 1.13 -4.07 0.83
H 1.49 -2.60 1.74
H 0.46 -2.22 -3.22
H 2.17 -2.08 -2.95
H 3.52 -0.26 -0.62
H 2.15 0.66 0.82
O 1.55 -1.89 5.21
S 1.64 -0.51 4.84
O 2.32 -0.12 3.65
O 2.23 0.30 6.08
C 3.46 -0.19 6.66
C 4.67 0.18 5.83
C 0.03 0.21 4.84
H 3.38 -1.27 6.79
H 3.51 0.27 7.64
H 4.68 -0.34 4.87
H 5.58 -0.09 6.37
H 4.69 1.25 5.63
H -0.47 -0.05 5.77
H -0.50 -0.20 3.99
H 0.14 1.29 4.73
```

The Mulliken scheme yields these atomic charges, measured in e:
1. C -1.38
2. C -0.26
3. C 0.46
4. C -0.66
5. C -0.78
6. C -0.87
7. C -0.98
8. C -0.09
9. C -1.02
10. Ga -0.09
11. C -0.91
12. C -0.88
13. C 0.48
14. O -0.46
15. Cl -0.29
16. P 0.18
17. S -0.47
18. H 0.29
19. H 0.28
20. H 0.45
21. H 0.35
22. H -0.03
23. H -0.58
24. H 0.35
25. H 0.39
26. H 0.25
27. H 0.42
28. H 0.43
29. H 0.42
30. H 0.39
31. H 0.45
32. H 0.32
33. H 0.22
34. H 0.18
35. H 0.48
36. H 0.38
37. H 0.31
38. H 0.32
39. H 0.13
40. H 0.42
41. H 0.40
42. H 0.03
43. H -0.02
44. O -0.66
45. S 1.24
46. O -0.54
47. O -0.30
48. C -0.37
49. C -0.97
50. C -0.92
51. H 0.33
52. H 0.27
53. H 0.29
54. H 0.38
55. H 0.26
56. H 0.34
57. H 0.32
58. H 0.33

***

6.
A 4-piece molecular cluster, C15H34IN2O9S3 overall at a distorted geometry. Source: OMol25; level of theory: ωB97M-V/def2-TZVPD.

As for the LUMO energy: -2.9 eV. As for the largest force on an atom: 2.27 eV/A. The total charge is +1. The calculation puts the HOMO energy at -11.54 eV.

Geometry as XYZ:
```
64
C15H34IN2O9S3, DFT ωB97M-V/def2-TZVPD
I 2.99 -4.17 -9.52
C 4.76 -3.53 -8.51
C 4.63 -3.63 -7.00
C 4.00 -2.35 -6.36
C 4.75 -2.01 -5.11
N 5.05 -2.87 -4.14
C 5.79 -2.13 -3.19
C 5.90 -0.88 -3.62
N 5.23 -0.81 -4.85
H 5.09 -2.55 -8.83
H 5.54 -4.22 -8.82
H 4.07 -4.51 -6.68
H 5.65 -3.72 -6.62
H 2.96 -2.52 -6.10
H 4.10 -1.51 -7.04
H 4.81 -3.84 -4.08
H 6.21 -2.53 -2.28
H 6.39 -0.04 -3.18
H 5.12 -0.03 -5.48
O -0.07 -2.40 0.29
S 0.19 -3.36 -0.74
O 1.35 -4.20 -0.68
O 0.17 -2.61 -2.15
C 1.00 -1.45 -2.28
C 2.46 -1.82 -2.47
C -1.24 -4.36 -0.99
H 0.87 -0.79 -1.42
H 0.63 -0.91 -3.16
H 2.86 -2.27 -1.57
H 3.05 -0.93 -2.71
H 2.56 -2.55 -3.28
H -2.11 -3.72 -1.09
H -1.34 -5.00 -0.11
H -1.09 -4.97 -1.88
O -3.26 2.65 2.90
S -4.06 1.47 3.07
O -3.74 0.51 4.08
O -4.20 0.74 1.67
C -2.99 0.43 0.94
C -2.28 -0.79 1.49
C -5.74 1.95 3.25
H -2.33 1.30 0.94
H -3.30 0.26 -0.08
H -1.88 -0.60 2.49
H -1.45 -1.08 0.84
H -2.98 -1.63 1.57
H -6.00 2.64 2.45
H -5.85 2.43 4.22
H -6.36 1.05 3.20
O -3.80 3.73 8.11
S -3.36 5.08 7.96
O -4.30 6.15 7.88
O -2.38 5.16 6.71
C -2.84 4.62 5.46
C -3.80 5.57 4.76
C -2.17 5.45 9.20
H -3.30 3.64 5.61
H -1.96 4.48 4.84
H -4.74 5.66 5.31
H -4.02 5.20 3.76
H -3.37 6.57 4.69
H -1.43 4.66 9.22
H -2.70 5.49 10.15
H -1.72 6.41 8.98
```

The Mulliken scheme yields these atomic charges, measured in e:
1. I 0.10
2. C -1.30
3. C -0.57
4. C -0.58
5. C 0.25
6. N 0.14
7. C -0.46
8. C -0.33
9. N -0.04
10. H 0.48
11. H 0.45
12. H 0.40
13. H 0.43
14. H 0.31
15. H 0.36
16. H 0.25
17. H 0.43
18. H 0.42
19. H 0.22
20. O -0.65
21. S 1.19
22. O -0.61
23. O -0.29
24. C -0.64
25. C -0.77
26. C -1.00
27. H 0.33
28. H 0.35
29. H 0.35
30. H 0.42
31. H 0.21
32. H 0.33
33. H 0.39
34. H 0.35
35. O -0.64
36. S 1.27
37. O -0.63
38. O -0.27
39. C -0.48
40. C -0.55
41. C -0.99
42. H 0.31
43. H 0.29
44. H 0.34
45. H 0.14
46. H 0.24
47. H 0.31
48. H 0.37
49. H 0.37
50. O -0.64
51. S 1.26
52. O -0.61
53. O -0.30
54. C -0.29
55. C -1.06
56. C -0.94
57. H 0.32
58. H 0.24
59. H 0.30
60. H 0.38
61. H 0.32
62. H 0.31
63. H 0.37
64. H 0.32